(1)
Formula: C32H40AuN7S4Si2
Source: OMol25
Level of theory: the ωB97M-V functional and the def2-TZVPD basis

The energy relative to the best compared isomer or geometry (same formula, charge and spin) comes out at 3.195 eV. The HOMO energy is -1.0 eV. The gap between HOMO and LUMO is 4.508 eV.

ORCA input file:
```
! RIJCOSX wB97M-V def2-TZVPD def2/J DEFGRID3
* xyz -2 1
Au -0.31 1.04 -1.67
C 4.55 -0.29 -2.65
Si 2.71 -0.35 -2.19
C 2.04 -1.57 -3.46
C 2.79 -1.05 -0.45
N 1.76 1.07 -2.22
C 2.20 2.38 -2.27
C 3.52 2.77 -2.51
C 3.94 4.09 -2.49
C 3.02 5.08 -2.22
C 1.69 4.73 -1.99
C 1.24 3.41 -2.05
N -0.10 3.04 -1.93
Si -1.52 4.05 -1.79
C -2.80 3.61 -3.10
C -2.17 4.21 -0.04
C -1.22 5.88 -2.26
H 4.92 -1.32 -2.60
H 5.14 0.31 -1.95
H 4.73 0.08 -3.66
H 2.49 -2.56 -3.35
H 2.29 -1.19 -4.46
H 0.95 -1.66 -3.42
H 3.05 -2.12 -0.44
H 1.86 -0.87 0.09
H 3.54 -0.50 0.11
H 4.26 2.01 -2.71
H 4.98 4.34 -2.67
H 3.31 6.13 -2.17
H 0.98 5.51 -1.76
H -3.08 2.56 -3.02
H -2.37 3.81 -4.09
H -3.69 4.24 -2.99
H -2.48 3.26 0.39
H -3.03 4.90 -0.02
H -1.38 4.63 0.59
H -0.70 6.00 -3.22
H -0.69 6.45 -1.50
H -2.22 6.31 -2.37
S -0.58 1.17 6.84
C -0.01 0.96 5.27
S 0.53 2.25 4.27
C 0.86 1.16 2.92
N 0.54 -0.08 3.21
N 0.05 -0.17 4.52
C -0.43 -1.45 4.90
C -0.25 -1.95 6.18
C -0.74 -3.21 6.50
C -1.41 -3.98 5.55
C -1.58 -3.47 4.27
C -1.09 -2.22 3.94
S 1.51 1.76 1.48
H 0.26 -1.36 6.92
H -0.60 -3.60 7.50
H -1.80 -4.95 5.81
H -2.12 -4.05 3.53
H -1.22 -1.80 2.95
N -2.27 1.25 -1.37
C -2.82 0.90 -0.20
C -2.15 0.51 1.00
C -2.86 0.20 2.15
C -4.25 0.21 2.19
C -4.93 0.59 1.03
C -4.25 0.93 -0.12
H -1.07 0.52 1.03
H -2.31 -0.06 3.05
H -4.79 -0.03 3.10
H -6.01 0.62 1.02
H -4.79 1.22 -1.01
C 1.49 -4.19 1.22
C 0.79 -4.11 -0.10
C 0.66 -5.14 -0.99
C -0.03 -4.87 -2.19
N -0.59 -3.72 -2.47
C -0.50 -2.71 -1.57
S -1.34 -1.25 -1.68
N 0.26 -2.93 -0.44
C -0.15 -5.93 -3.24
H 1.88 -5.19 1.39
H 0.80 -3.93 2.02
H 2.31 -3.47 1.25
H 1.07 -6.12 -0.78
H 0.26 -2.16 0.22
H 0.18 -6.91 -2.89
H 0.46 -5.64 -4.10
H -1.18 -5.99 -3.58
*
```



(2)
Formula: C32H40N4O9P2SSc
Source: OMol25
Level of theory: the ωB97M-V functional and the def2-TZVPD basis

The energy relative to the best compared isomer or geometry (same formula, charge and spin) comes out at 1.702 eV. The HOMO energy is -4.0 eV. The gap between HOMO and LUMO is 6.160 eV.

ORCA input file:
```
! RIJCOSX wB97M-V def2-TZVPD def2/J DEFGRID3
* xyz -1 1
Sc -0.22 0.41 -0.01
C -0.72 3.20 -2.04
C 0.10 3.13 -0.91
C 1.09 2.11 -1.15
C 0.87 1.62 -2.47
C -0.24 2.26 -3.00
C -0.85 2.01 -4.35
C 1.78 0.67 -3.18
C 2.46 2.14 -0.52
C 0.19 4.10 0.23
C -1.94 4.06 -2.23
H -0.37 2.59 -5.14
H -1.91 2.29 -4.37
H -0.76 0.96 -4.65
H 2.67 1.18 -3.56
H 1.29 0.18 -4.02
H 2.13 -0.13 -2.51
H 3.09 2.90 -1.02
H 2.97 1.18 -0.60
H 2.42 2.39 0.54
H 1.12 4.68 0.17
H 0.19 3.61 1.21
H -0.63 4.81 0.23
H -1.97 4.50 -3.23
H -1.96 4.89 -1.52
H -2.87 3.49 -2.10
N -1.37 -3.21 -1.68
C -2.55 -2.28 -1.41
C -3.85 -2.83 -1.96
P -1.94 -0.65 -2.13
O -2.84 -0.46 -3.43
O -2.12 0.49 -1.16
O -0.51 -1.00 -2.43
P -2.55 -2.06 0.42
O -2.41 -3.65 0.79
O -3.83 -1.53 0.93
O -1.22 -1.41 0.69
H -1.59 -3.87 -2.43
H -1.10 -3.73 -0.84
H -0.60 -2.54 -1.98
H -3.84 -2.87 -3.05
H -4.66 -2.18 -1.65
H -4.05 -3.82 -1.55
H -2.72 0.43 -3.79
H -2.65 -3.81 1.70
O 1.91 -2.88 0.14
C 1.83 -1.74 0.58
O 1.33 -0.75 -0.08
C 2.38 -1.40 1.94
C 3.35 -2.28 2.43
C 3.98 -2.07 3.64
C 3.62 -0.96 4.40
C 2.65 -0.09 3.94
C 2.00 -0.28 2.70
S 0.73 0.89 2.33
H 3.60 -3.13 1.82
H 4.74 -2.76 4.00
H 4.09 -0.77 5.35
H 2.36 0.76 4.53
C -6.93 2.16 -1.44
C -6.82 1.88 0.03
C -7.45 2.68 0.97
C -7.30 2.45 2.33
C -6.53 1.38 2.77
N -6.32 1.21 4.16
C -5.24 0.72 4.86
O -5.39 0.24 5.97
N -3.98 0.82 4.32
C -3.50 1.56 3.22
C -4.00 2.81 2.88
C -3.56 3.39 1.70
C -2.59 2.74 0.95
N -2.03 1.60 1.34
C -2.49 1.01 2.44
C -5.95 0.53 1.84
C -6.07 0.80 0.49
H -7.50 3.07 -1.63
H -7.41 1.34 -1.97
H -5.94 2.30 -1.88
H -8.04 3.53 0.64
H -7.74 3.12 3.06
H -7.14 1.25 4.76
H -3.31 0.26 4.82
H -4.74 3.29 3.49
H -3.95 4.34 1.37
H -2.24 3.14 0.01
H -2.03 0.07 2.72
H -5.35 -0.32 2.15
H -5.56 0.16 -0.21
*
```



(3)
Formula: C32H41Br6N3O15
Source: OMol25
Level of theory: the ωB97M-V functional and the def2-TZVPD basis

The energy relative to the best compared isomer or geometry (same formula, charge and spin) comes out at 0.000 eV. The HOMO energy is -9.7 eV. The gap between HOMO and LUMO is 9.051 eV.

ORCA input file:
```
! RIJCOSX wB97M-V def2-TZVPD def2/J DEFGRID3
* xyz 0 1
C 4.37 -1.36 3.80
C 4.27 0.00 4.06
C 5.15 0.60 4.93
C 6.23 -0.10 5.40
C 6.33 -1.46 5.16
C 5.37 -2.11 4.42
N 7.21 0.56 6.27
O 8.02 -0.13 6.86
O 7.12 1.78 6.39
H 3.55 -1.84 3.28
H 3.42 0.52 3.63
H 5.05 1.65 5.18
H 7.22 -1.99 5.49
H 5.55 -3.15 4.19
C -2.14 0.09 -2.02
C -0.79 -0.20 -2.17
C 0.04 -0.28 -1.08
C -0.48 0.03 0.16
C -1.80 0.40 0.33
C -2.64 0.38 -0.76
N 0.38 -0.07 1.32
O -0.12 0.00 2.40
O 1.56 -0.28 1.14
H -2.75 -0.05 -2.90
H -0.42 -0.44 -3.16
H 1.08 -0.56 -1.20
H -2.19 0.60 1.32
H -3.70 0.55 -0.61
C 1.83 1.36 -8.15
C 1.55 0.73 -6.96
C 0.42 1.15 -6.25
C -0.42 2.12 -6.73
C -0.08 2.77 -7.90
C 1.05 2.44 -8.61
N -1.58 2.51 -5.98
O -1.60 2.21 -4.81
O -2.46 3.12 -6.56
H 2.75 1.13 -8.69
H 2.13 -0.12 -6.65
H 0.23 0.53 -5.38
H -0.73 3.60 -8.17
H 1.31 3.00 -9.50
C 1.48 -4.65 -5.71
C 1.29 -3.84 -4.43
O 2.58 -3.29 -4.06
C 2.65 -2.00 -3.81
O 1.86 -1.18 -4.16
O 3.81 -1.74 -3.23
C 4.09 -0.40 -2.94
H 2.13 -5.50 -5.50
H 1.97 -4.01 -6.44
H 0.51 -4.96 -6.09
H 0.99 -4.46 -3.59
H 0.57 -3.04 -4.60
H 4.60 0.14 -3.74
H 4.70 -0.38 -2.05
H 3.18 0.18 -2.77
C 3.80 3.66 8.99
C 3.91 3.57 7.50
O 3.50 2.30 7.04
C 2.23 2.03 6.79
O 1.28 2.73 6.99
O 2.24 0.77 6.38
C 0.97 0.15 6.11
H 2.78 3.53 9.33
H 4.09 4.67 9.31
H 4.52 3.00 9.49
H 4.95 3.66 7.19
H 3.35 4.39 7.05
H 0.32 0.34 6.97
H 1.10 -0.93 6.08
H 0.54 0.54 5.19
C -5.66 -1.60 -0.57
C -6.60 -2.71 -0.95
O -7.36 -3.09 0.22
C -8.43 -3.80 0.01
O -8.86 -4.16 -1.05
O -8.95 -4.07 1.19
C -10.22 -4.67 1.19
H -6.06 -0.61 -0.33
H -4.97 -1.41 -1.41
H -4.96 -1.90 0.21
H -6.07 -3.59 -1.32
H -7.24 -2.42 -1.79
H -10.35 -5.07 2.20
H -10.26 -5.52 0.52
H -10.99 -3.95 0.96
C -6.27 2.03 -4.64
Br -5.05 1.72 -3.17
Br -6.28 0.51 -5.86
Br -5.98 3.69 -5.58
H -7.26 2.01 -4.20
C 0.60 4.73 3.01
Br 1.70 4.93 4.61
Br -0.73 6.10 2.93
Br -0.21 2.96 2.84
H 1.25 4.91 2.17
*
```



(4)
Formula: C32H41FN7O4
Source: OMol25
Level of theory: the ωB97M-V functional and the def2-TZVPD basis

The HOMO energy is -9.6 eV. The gap between HOMO and LUMO is 4.885 eV.

ORCA input file:
```
! RIJCOSX wB97M-V def2-TZVPD def2/J DEFGRID3
* xyz 1 1
C 4.78 0.47 1.27
C 4.08 -0.39 0.83
C 3.13 -1.37 0.29
N 2.53 -0.82 -0.96
C 2.88 -1.32 -2.16
C 2.38 -0.80 -3.32
C 2.77 -1.35 -4.67
O 1.66 -1.98 -5.29
N 1.03 -2.91 -4.40
O -0.12 -2.82 -4.45
C 1.48 0.28 -3.22
C 0.91 0.90 -4.49
O -0.28 0.90 -4.63
O 1.77 1.39 -5.39
C 2.04 2.80 -5.23
C 2.89 3.12 -3.99
C 1.10 0.79 -1.99
N 0.23 1.87 -1.78
C -1.18 1.36 -1.62
C -2.20 2.41 -2.04
C -3.55 2.27 -1.34
C -3.43 2.19 0.20
C 1.68 0.19 -0.87
F 1.39 0.63 0.33
H 5.29 1.39 1.46
H 3.66 -2.29 0.06
H 2.36 -1.55 1.04
H 3.58 -2.14 -2.17
H 3.05 -0.54 -5.34
H 3.64 -2.01 -4.58
H 2.62 3.08 -6.11
H 1.12 3.38 -5.26
H 2.26 3.62 -3.24
H 3.33 2.23 -3.55
H 3.69 3.82 -4.21
H 0.27 2.45 -2.61
H -1.30 0.51 -2.30
H -1.31 0.98 -0.61
H -1.83 3.44 -1.91
H -2.37 2.28 -3.11
H -4.01 1.34 -1.69
H -4.23 3.06 -1.64
H -2.52 2.72 0.50
H -4.30 2.60 0.70
H -3.28 1.15 0.47
N 2.72 -0.41 3.75
C 2.92 -0.74 5.07
C 1.69 -0.84 5.67
C 0.71 -0.57 4.68
C 1.38 -0.31 3.51
H 3.45 -0.28 3.07
H 3.91 -0.87 5.47
H 1.52 -1.08 6.71
H -0.36 -0.57 4.80
H 1.00 -0.06 2.53
N -1.94 -0.57 7.20
C -2.77 0.05 8.09
C -3.82 -0.79 8.34
C -3.61 -1.97 7.57
C -2.44 -1.80 6.88
H -1.09 -0.18 6.83
H -2.54 1.03 8.47
H -4.64 -0.59 9.01
H -4.25 -2.84 7.53
H -1.93 -2.45 6.19
N 5.03 -3.93 2.70
C 3.87 -3.31 3.10
C 2.89 -4.27 3.16
C 3.48 -5.51 2.80
C 4.80 -5.27 2.52
H 5.92 -3.48 2.57
H 3.83 -2.25 3.30
H 1.86 -4.09 3.44
H 2.99 -6.46 2.74
H 5.59 -5.93 2.22
N -5.71 1.92 -4.67
C -6.78 1.33 -4.04
C -7.89 2.09 -4.30
C -7.48 3.17 -5.12
C -6.13 3.04 -5.33
H -4.77 1.58 -4.64
H -6.65 0.43 -3.47
H -8.88 1.88 -3.95
H -8.10 3.96 -5.51
H -5.44 3.65 -5.89
*
```



(5)
Formula: C32H41N5NiO10P2S3
Source: OMol25
Level of theory: the ωB97M-V functional and the def2-TZVPD basis

The HOMO energy (alpha / beta) is -6.4 / -6.4 eV. The gap between HOMO and LUMO (alpha / beta) is 3.834 / 3.832 eV.

ORCA input file:
```
! RIJCOSX wB97M-V def2-TZVPD def2/J DEFGRID3
* xyz 0 1
Ni 0.17 1.78 0.77
S -0.68 -1.43 -1.81
C 0.59 -2.03 -0.93
N 1.45 -2.93 -1.48
C 2.56 -3.46 -0.71
C 2.14 -3.64 0.72
N 1.65 -2.37 1.23
C 1.97 -2.03 2.61
C 1.19 -2.81 3.65
C 1.53 -4.13 3.95
C 0.82 -4.83 4.91
C -0.22 -4.22 5.59
C -0.55 -2.91 5.31
C 0.14 -2.21 4.33
C 0.79 -1.65 0.50
S -0.09 -0.47 1.33
C 1.27 -3.51 -2.81
C 0.73 -4.92 -2.73
C 1.43 -5.98 -3.31
C 0.91 -7.26 -3.28
C -0.30 -7.51 -2.65
C -1.00 -6.46 -2.06
C -0.49 -5.18 -2.10
H 3.42 -2.78 -0.77
H 2.84 -4.42 -1.14
H 2.99 -3.96 1.31
H 1.36 -4.41 0.79
H 1.78 -0.97 2.74
H 3.04 -2.22 2.74
H 2.36 -4.61 3.45
H 1.09 -5.86 5.13
H -0.76 -4.77 6.35
H -1.36 -2.43 5.84
H -0.12 -1.18 4.11
H 2.24 -3.51 -3.31
H 0.59 -2.88 -3.36
H 2.37 -5.78 -3.81
H 1.46 -8.07 -3.75
H -0.70 -8.51 -2.63
H -1.95 -6.65 -1.59
H -1.04 -4.36 -1.66
C 2.92 4.98 2.50
C 1.91 3.95 2.06
O 2.28 3.27 0.86
P 0.21 4.64 1.78
O -0.54 4.87 3.13
O 0.45 6.14 1.25
O -0.50 3.83 0.74
P 1.49 2.66 3.34
O 2.79 1.72 3.45
O 1.21 3.38 4.61
O 0.37 1.86 2.73
H 2.90 5.86 1.86
H 3.92 4.55 2.47
H 2.71 5.29 3.53
H 2.17 3.88 0.12
H -0.12 4.39 3.90
H -0.27 6.72 1.55
H 3.32 1.99 4.22
N 0.81 1.51 -1.03
C 1.05 1.82 -2.12
N 1.33 2.09 -3.36
C 2.21 3.21 -3.73
C 1.46 4.15 -4.67
C 0.94 3.37 -5.88
C 0.01 2.25 -5.42
C 0.73 1.32 -4.45
H 3.09 2.80 -4.24
H 2.54 3.71 -2.83
H 2.13 4.96 -4.97
H 0.61 4.59 -4.14
H 1.79 2.95 -6.44
H 0.41 4.04 -6.56
H -0.34 1.66 -6.27
H -0.86 2.69 -4.93
H 1.53 0.77 -4.97
H 0.04 0.59 -4.02
N -1.99 1.69 -0.25
C -3.28 1.86 0.31
C -3.97 0.77 0.81
C -5.26 0.92 1.31
C -5.82 2.18 1.33
C -5.15 3.28 0.82
C -3.87 3.13 0.32
S -7.53 2.45 1.94
O -8.00 1.12 2.30
O -8.16 3.03 0.77
O -7.38 3.36 3.06
H -1.77 2.41 -0.92
H -1.85 0.77 -0.63
H -3.49 -0.21 0.81
H -5.82 0.09 1.71
H -5.65 4.24 0.84
H -3.31 3.98 -0.06
*
```



For each record above, in turn, the calculated M values are 904.13, 763.66, 1187.11, 606.72, 872.55 g mol⁻¹.